Entry P
Entry from the OMol25 dataset: the molecule C3H9BO2S (ωB97M-V/def2-TZVPD).

## Properties
- lowest unoccupied orbital energy (eV) = 0.057
- SMILES = CC(C)SB(O)O
- E_HOMO (eV) = -8.16
- charge = 0

Each line ends with the Löwdin charge.
Positions of all 16 atoms, in Å:
C (1.522, -1.291, 0.813)  -0.122
C (0.989, 0.221, 0.783)  -0.739
C (1.285, 0.964, -0.546)  -0.144
S (-0.736, 0.336, 1.383)  0.791
B (-2.162, 0.169, -0.255)  -0.711
O (-2.257, 1.183, -1.167)  0.146
O (-3.028, -0.807, 0.080)  0.134
H (1.068, -1.830, 0.005)  0.055
H (2.643, -1.263, 0.661)  0.087
H (1.493, -1.912, 1.638)  0.028
H (1.636, 0.801, 1.447)  0.076
H (1.232, 0.276, -1.431)  0.086
H (2.305, 1.327, -0.526)  0.058
H (0.634, 1.869, -0.668)  0.081
H (-3.036, 1.203, -1.676)  0.078
H (-3.586, -1.246, -0.541)  0.096

---

Entry Q
Entry from the OMol25 dataset: a cluster of 2 separate species, C3H9BO2S in total (ωB97M-V/def2-TZVPD).

## Properties
- lowest unoccupied orbital energy (eV) = 0.152
- E_HOMO (eV) = -8.12
- charge = 0

Each line ends with the Löwdin charge.
Positions of all 16 atoms, in Å:
B (-1.799, -0.464, 1.354)  -0.698
C (1.341, 1.203, -2.406)  -0.274
C (-0.230, -0.667, 1.006)  -0.001
C (2.170, 1.081, -1.142)  -0.524
O (-2.745, -0.912, 0.541)  0.219
O (-2.040, -0.011, 2.635)  0.141
S (2.879, -0.452, -0.896)  0.719
H (1.460, 2.220, -2.931)  0.082
H (1.680, 0.438, -3.148)  0.044
H (0.241, 1.071, -2.062)  0.103
H (-0.021, -1.158, 0.114)  0.019
H (0.327, 0.215, 1.153)  0.036
H (0.181, -1.388, 1.680)  0.058
H (-3.568, -0.935, 0.960)  0.075
H (-3.023, 0.120, 2.710)  0.119
H (3.148, -0.362, 0.432)  -0.118

---

Order of stability, best first: entry P, entry Q

---

Entry P
Entry from the OMol25 dataset: a cluster of 2 separate species, C4H3F3 in total (ωB97M-V/def2-TZVPD).

## Properties
- lowest unoccupied orbital energy (eV) = 0.872
- SMILES = F/C=C/F.C#CF
- E_HOMO (eV) = -9.89
- charge = 0

Each line ends with the Löwdin charge.
Positions of all 10 atoms, in Å:
F (1.788, 2.159, 0.086)  0.041
C (1.648, 0.850, 0.047)  -0.140
C (0.900, 0.282, -0.877)  -0.127
F (0.776, -1.070, -0.903)  -0.009
H (1.997, 0.459, 0.914)  0.096
H (0.795, 0.655, -1.907)  0.138
C (-3.076, -0.186, -0.802)  0.109
C (-2.390, 0.639, -0.233)  -0.201
F (-1.521, 1.493, 0.263)  0.083
H (-3.877, -0.820, -0.996)  0.010

---

Entry Q
Entry from the OMol25 dataset: the molecule C4H3F3 (ωB97M-V/def2-TZVPD).

## Properties
- lowest unoccupied orbital energy (eV) = 0.717
- SMILES = C=C(F)/C(F)=C\F
- E_HOMO (eV) = -9.30
- charge = 0

Each line ends with the Löwdin charge.
Positions of all 10 atoms, in Å:
C (-0.888, 1.409, 0.021)  0.103
C (-0.903, 0.101, -0.016)  -0.303
F (-2.083, -0.543, -0.049)  0.064
C (0.210, -0.878, -0.063)  -0.248
F (-0.166, -2.124, 0.022)  0.101
C (1.528, -0.710, -0.018)  -0.053
F (2.058, 0.529, -0.032)  0.030
H (0.027, 1.990, 0.011)  0.073
H (-1.926, 1.826, 0.064)  0.100
H (2.144, -1.600, 0.059)  0.133

---

Order of stability, best first: entry Q, entry P

---

Entry P
Entry from the OMol25 dataset: a cluster of 2 separate species, C2H10N4S in total (ωB97M-V/def2-TZVPD).

## Properties
- lowest unoccupied orbital energy (alpha / beta) (eV) = -10.396 / -10.421
- E_HOMO (alpha / beta) (eV) = -18.19 / -18.51
- charge = +2

Each line ends with the Löwdin charge.
Positions of all 17 atoms, in Å:
C (-1.147, -0.599, -0.205)  0.158
C (1.530, -0.829, -1.271)  -0.011
N (-2.225, 0.044, 0.059)  -0.053
N (1.034, -0.059, 0.018)  -0.626
N (-2.321, 1.242, 0.625)  0.123
N (1.400, -0.572, 1.198)  0.110
S (1.258, 1.526, -0.333)  1.068
H (-1.235, -1.516, -0.801)  0.123
H (0.831, -0.954, -2.101)  0.101
H (2.278, -0.094, -1.577)  0.062
H (1.953, -1.848, -1.031)  0.138
H (-3.147, -0.317, -0.335)  0.240
H (-1.400, 1.804, 0.735)  0.155
H (-3.182, 1.700, 0.735)  0.128
H (1.679, 0.092, 2.016)  0.199
H (1.288, -1.587, 1.413)  0.181
H (1.406, 1.967, 0.854)  -0.094

---

Entry Q
Entry from the OMol25 dataset: a cluster of 2 separate species, C2H10N4S in total (ωB97M-V/def2-TZVPD).

## Properties
- lowest unoccupied orbital energy (eV) = -6.797
- E_HOMO (eV) = -16.69
- charge = +2

Each line ends with the Löwdin charge.
Positions of all 17 atoms, in Å:
C (-7.088, 4.925, -3.338)  0.177
C (6.648, -3.639, 2.339)  0.069
N (-6.973, 3.849, -4.006)  -0.059
N (5.180, -3.646, 4.369)  -0.405
N (-6.524, 3.739, -5.221)  0.132
N (6.265, -4.092, 3.933)  -0.076
S (4.843, -3.764, 5.915)  1.008
H (-6.756, 5.952, -3.557)  0.143
H (-7.464, 4.808, -2.337)  0.117
H (5.822, -3.708, 1.682)  0.053
H (6.907, -2.507, 2.305)  0.113
H (7.613, -4.243, 2.064)  0.120
H (-7.178, 2.970, -3.523)  0.208
H (-6.219, 2.765, -5.526)  0.190
H (-5.822, 4.351, -5.406)  0.093
H (7.127, -4.467, 4.486)  0.201
H (3.619, -3.293, 5.820)  -0.083

---

Order of stability, best first: entry Q, entry P

---

Entry P
Entry from the OMol25 dataset: a structure of composition CH7P3 (ωB97M-V/def2-TZVPD).

## Properties
- lowest unoccupied orbital energy (eV) = 0.239
- E_HOMO (eV) = -8.08
- charge = 0

Each line ends with the Löwdin charge.
Positions of all 11 atoms, in Å:
C (-0.207, -0.525, -1.637)  -0.480
P (-1.361, 0.806, 0.880)  0.430
P (1.220, -1.169, 1.072)  0.440
P (0.459, 0.490, -0.152)  0.211
H (0.073, 0.115, -2.601)  0.042
H (-1.264, -0.724, -1.869)  0.009
H (0.488, -1.414, -1.738)  0.003
H (-2.086, 1.952, 0.663)  -0.181
H (-0.520, 1.288, 1.853)  -0.218
H (2.482, -0.594, 1.056)  -0.219
H (0.717, -0.225, 2.473)  -0.037

---

Entry Q
Entry from the OMol25 dataset: a cluster of 2 separate species, CH7P3 in total (ωB97M-V/def2-TZVPD).

## Properties
- lowest unoccupied orbital energy (eV) = -0.697
- E_HOMO (eV) = -9.24
- charge = 0

Each line ends with the Löwdin charge.
Positions of all 11 atoms, in Å:
C (0.850, 0.789, -1.134)  -0.501
P (0.569, -0.980, 2.087)  0.630
P (-2.061, 0.789, -0.238)  0.371
P (-0.883, 0.961, -1.856)  0.429
H (1.214, 1.650, -0.497)  0.044
H (1.528, 0.566, -1.985)  0.010
H (0.975, -0.059, -0.447)  -0.070
H (0.259, -2.041, 2.851)  -0.221
H (1.242, -1.627, 0.989)  -0.153
H (-3.123, 0.921, -1.066)  -0.281
H (-0.570, -0.969, 1.294)  -0.258

---

Order of stability, best first: entry Q, entry P

---

Entry P
Entry from the OMol25 dataset: a cluster of 2 separate species, C4H5NO3S in total (ωB97M-V/def2-TZVPD).

## Properties
- lowest unoccupied orbital energy (alpha / beta) (eV) = -3.388 / -3.387
- E_HOMO (alpha / beta) (eV) = -8.84 / -8.84
- charge = 0

Each line ends with the Löwdin charge.
Positions of all 14 atoms, in Å:
C (-3.091, -0.583, -0.112)  -0.320
C (-0.668, -1.299, 0.258)  -0.337
C (2.500, 0.599, -0.537)  -0.088
C (-2.021, -0.879, 0.685)  -0.075
N (-3.977, -0.496, -0.837)  0.172
O (0.329, -1.304, 0.955)  -0.009
O (1.398, 1.409, -0.769)  -0.186
O (0.701, 1.700, 0.480)  -0.620
S (-0.829, 2.019, 0.537)  0.892
H (-0.484, -1.506, -0.851)  0.143
H (2.196, -0.417, -0.190)  0.084
H (3.018, 1.156, 0.126)  0.049
H (3.001, 0.364, -1.579)  0.153
H (-2.073, -0.762, 1.834)  0.141

---

Entry Q
Entry from the OMol25 dataset: the molecule C4H5NO3S (ωB97M-V/def2-TZVPD).

## Properties
- lowest unoccupied orbital energy (eV) = 0.148
- SMILES = O=C(O)SC1=NCCO1
- E_HOMO (eV) = -9.43
- charge = 0

Each line ends with the Löwdin charge.
Positions of all 14 atoms, in Å:
O (-1.207, 2.809, 2.251)  0.123
C (-1.869, 1.851, 2.081)  -0.677
O (-3.011, 1.374, 2.579)  0.045
S (-1.553, 0.617, 0.572)  0.985
C (-0.132, -0.125, -0.218)  -0.764
N (0.188, -1.325, -0.051)  0.038
C (1.382, -1.566, -0.815)  -0.165
C (1.564, -0.291, -1.734)  -0.062
O (0.602, 0.579, -1.049)  -0.071
H (-3.194, 0.441, 2.279)  0.109
H (1.192, -2.520, -1.281)  0.100
H (2.232, -1.782, -0.138)  0.122
H (2.545, 0.139, -1.715)  0.104
H (1.259, -0.202, -2.761)  0.112

---

Order of stability, best first: entry Q, entry P

---

Entry P
Entry from the OMol25 dataset: a cluster of 2 separate species, C5H16N3 in total (ωB97M-V/def2-TZVPD).

## Properties
- lowest unoccupied orbital energy (alpha / beta) (eV) = -4.481 / -4.481
- E_HOMO (alpha / beta) (eV) = -13.78 / -13.78
- charge = +1

Each line ends with the Löwdin charge.
Positions of all 24 atoms, in Å:
C (-0.229, -1.378, 0.878)  -0.024
C (-2.201, 0.046, 0.556)  -0.004
C (-1.138, -1.040, -1.513)  0.018
C (-0.159, 2.055, -0.124)  0.005
C (-0.844, -0.379, -0.109)  -0.442
N (2.996, -0.260, 0.561)  0.036
N (1.335, 0.417, -0.693)  0.196
N (0.180, 0.718, -0.345)  -0.140
H (0.104, -0.948, 1.687)  0.035
H (-0.896, -2.205, 0.992)  0.103
H (0.622, -1.882, 0.532)  0.067
H (-2.708, -0.816, 0.824)  0.070
H (-2.725, 0.564, -0.220)  0.082
H (-2.048, 0.652, 1.445)  0.095
H (-1.620, -0.339, -2.157)  0.081
H (-0.192, -1.140, -1.923)  0.054
H (-1.766, -1.890, -1.375)  0.096
H (0.676, 2.616, -0.554)  0.110
H (-0.895, 2.420, -0.805)  0.119
H (-0.304, 2.363, 0.871)  0.105
H (3.797, -0.708, 0.048)  0.089
H (2.856, -0.842, 1.387)  0.052
H (3.212, 0.754, 0.832)  0.089
H (1.947, 1.220, -0.795)  0.108

---

Entry Q
Entry from the OMol25 dataset: a cluster of 2 separate species, C5H16N3 in total (ωB97M-V/def2-TZVPD).

## Properties
- lowest unoccupied orbital energy (eV) = -3.395
- E_HOMO (eV) = -12.37
- charge = +1

Each line ends with the Löwdin charge.
Positions of all 24 atoms, in Å:
C (-2.237, 0.699, 0.613)  -0.128
N (-1.158, -0.275, 0.676)  -0.358
C (-0.878, -0.601, 2.074)  -0.123
C (-1.594, -1.501, -0.004)  -0.119
H (-1.919, 1.645, 1.093)  0.084
H (-3.162, 0.339, 1.130)  0.103
H (-2.459, 0.898, -0.424)  0.074
H (-0.102, -1.361, 2.106)  0.074
H (-0.508, 0.305, 2.602)  0.087
H (-1.762, -1.007, 2.609)  0.098
H (-0.820, -2.249, 0.042)  0.066
H (-1.827, -1.282, -1.056)  0.084
H (-2.542, -1.938, 0.466)  0.114
C (1.813, -0.993, -2.015)  -0.019
N (1.807, -0.104, -0.849)  0.026
C (1.236, 1.073, -0.834)  -0.152
N (1.394, 1.948, 0.148)  0.179
H (1.380, -1.975, -1.761)  0.099
H (2.859, -1.130, -2.362)  0.109
H (1.246, -0.521, -2.815)  0.095
H (2.231, -0.449, -0.009)  0.159
H (0.661, 1.356, -1.696)  0.159
H (1.675, 1.601, 1.066)  0.137
H (0.698, 2.721, 0.184)  0.152

---

Order of stability, best first: entry Q, entry P